No. 1
Below is a structure of composition C67H62Ge2N3O4PdS4 in a non-equilibrium geometry, with properties calculated with ωB97M-V/def2-TZVPD.

Structure (ORCA input):
```
! RIJCOSX wB97M-V def2-TZVPD def2/J DEFGRID3
* xyz 1 5
Pd 0.6425 -2.9537 -1.5626
O 0.5829 -4.7789 -0.2755
C 0.2024 -5.9128 -0.5948
C -0.5204 -6.3238 -1.7512
C -0.8627 -7.6843 -1.8335
C -1.5483 -8.1740 -2.9072
C -1.9047 -7.3246 -3.9764
C -1.5827 -6.0049 -3.9320
C -0.9050 -5.4210 -2.8106
O -0.6990 -4.1688 -2.8128
N -1.9126 -9.5799 -2.9494
O -1.6247 -10.2736 -1.9887
O -2.4859 -9.9844 -3.9451
H 0.4505 -6.7315 0.1005
H -0.5894 -8.3585 -1.0314
H -2.4374 -7.7480 -4.8160
H -1.8406 -5.3334 -4.7398
C 3.7058 -4.8926 -4.1945
C 2.9593 -4.5209 -3.0726
N 2.2839 -3.3918 -3.0095
C 2.3016 -2.5471 -4.0621
C 3.0780 -2.8063 -5.2043
C 3.7768 -4.0253 -5.2552
C 3.1258 -1.8392 -6.2582
C 2.4422 -0.6780 -6.1672
C 1.6018 -0.4052 -5.0418
C 0.8276 0.7635 -4.9277
C -0.0390 0.9042 -3.8740
C -0.1315 -0.1292 -2.9342
N 0.6260 -1.2043 -2.9918
C 1.4965 -1.3550 -4.0111
H 4.2202 -5.8424 -4.2066
H 2.9144 -5.1572 -2.1965
H 4.3581 -4.2696 -6.1354
H 3.7230 -2.0639 -7.1327
H 2.4890 0.0538 -6.9638
H 0.9127 1.5361 -5.6822
H -0.6580 1.7837 -3.7627
H -0.8466 -0.0680 -2.1221
C -5.6289 1.9617 -2.2717
C -5.0988 1.3872 -0.9865
C -4.9767 2.1730 0.1529
C -4.4894 1.6563 1.3437
C -4.3436 2.5329 2.5580
C -4.1178 0.3046 1.3958
C -4.2362 -0.5068 0.2616
C -3.8836 -1.9739 0.2729
C -4.7244 0.0535 -0.9139
C -3.6247 -0.2623 2.6815
C -4.5141 -0.6881 3.6628
C -4.0452 -1.2257 4.8518
C -2.6823 -1.3873 5.0563
C -1.7668 -0.9869 4.0887
C -2.2604 -0.3846 2.9287
Ge -0.9908 0.3337 1.6059
S -0.3624 -1.6413 0.3245
S -1.4762 1.7899 -0.0119
Ge 0.9137 1.9456 -0.0311
S 1.6083 -1.4396 0.1242
S 0.9551 1.2558 2.1856
C 1.7167 3.7919 -0.0421
C 3.0821 3.7188 -0.3434
C 3.8148 4.8922 -0.4638
C 3.1839 6.1152 -0.2829
C 1.8362 6.1721 0.0322
C 1.0736 5.0092 0.1455
C -0.3732 5.1194 0.4818
C -0.7696 5.2546 1.8183
C 0.2272 5.1377 2.9407
C -2.1119 5.4778 2.1016
C -3.0641 5.5725 1.0956
C -4.4914 5.9291 1.4072
C -2.6577 5.3813 -0.2196
C -1.3276 5.1563 -0.5425
C -0.9134 4.9902 -1.9827
C 3.6945 2.3598 -0.4576
C 3.6406 1.6474 -1.6656
C 3.0824 2.2888 -2.9090
C 4.1045 0.3340 -1.6976
C 4.6364 -0.2737 -0.5692
C 5.1111 -1.7013 -0.6041
C 4.7214 0.4646 0.6087
C 4.2661 1.7730 0.6883
C 4.3757 2.5463 1.9736
C -0.3085 -1.1989 4.3114
C 0.2975 -2.4050 3.9465
C -0.4689 -3.5644 3.3624
C 1.6603 -2.5718 4.1890
C 2.4172 -1.5903 4.8066
C 3.8765 -1.7977 5.1045
C 1.7857 -0.4105 5.1914
C 0.4370 -0.2002 4.9602
C -0.2220 1.0777 5.4067
H -5.9335 2.9991 -2.1427
H -6.4895 1.3918 -2.6241
H -4.8660 1.9213 -3.0517
H -5.2744 3.2144 0.1123
H -4.6895 3.5424 2.3478
H -3.2965 2.5866 2.8694
H -4.9138 2.1387 3.3998
H -3.6470 -2.3344 1.2729
H -3.0263 -2.1738 -0.3760
H -4.7179 -2.5618 -0.1107
H -4.8265 -0.5775 -1.7918
H -5.5783 -0.6025 3.4789
H -4.7450 -1.5340 5.6178
H -2.3120 -1.8459 5.9653
H 4.8736 4.8438 -0.6890
H 3.7519 7.0302 -0.3916
H 1.3581 7.1302 0.1983
H 1.1842 5.5857 2.6778
H 0.4110 4.0832 3.1659
H -0.1476 5.6166 3.8444
H -2.4168 5.6054 3.1354
H -4.7589 5.6595 2.4280
H -5.1785 5.4419 0.7156
H -4.6353 7.0068 1.3033
H -3.3976 5.4258 -1.0127
H -1.7686 4.7169 -2.6011
H -0.1462 4.2201 -2.0831
H -0.4958 5.9216 -2.3718
H 1.9939 2.1662 -2.9477
H 3.4963 1.8284 -3.8059
H 3.2889 3.3575 -2.9237
H 4.0536 -0.2206 -2.6304
H 5.0503 -2.1106 -1.6125
H 4.5007 -2.3230 0.0561
H 6.1432 -1.7719 -0.2593
H 5.1555 0.0020 1.4891
H 5.0079 2.0200 2.6869
H 3.3921 2.6838 2.4295
H 4.7927 3.5373 1.7996
H -1.5134 -3.3212 3.1723
H -0.4382 -4.4099 4.0530
H -0.0135 -3.9007 2.4307
H 2.1264 -3.5091 3.9011
H 4.2706 -2.6686 4.5825
H 4.0225 -1.9508 6.1755
H 4.4594 -0.9212 4.8179
H 2.3654 0.3626 5.6850
H 0.5234 1.8105 5.7112
H -0.8865 0.8919 6.2533
H -0.8290 1.5115 4.6095
*
```

Values from the calculation:
- relative energy (zero: lowest compared OMol25 entry of this formula, charge and spin) (kcal/mol) = 13.3
- E (hartree) = -8929.93392
- E_HOMO (alpha / beta) (Eh) = -0.3618 / -0.3770
- LUMO (alpha / beta) (eV) = -3.08 / -4.97

=====

No. 2
Below is a cluster of 14 separate species, C68H118F6N8O8 in total in a non-equilibrium geometry, with properties calculated with ωB97M-V/def2-TZVPD.

Structure (ORCA input):
```
! RIJCOSX wB97M-V def2-TZVPD def2/J DEFGRID3
* xyz 0 1
F -16.4438 -21.9731 1.4284
C -17.5289 -21.2834 0.9420
C -18.7691 -21.6776 1.2506
C -19.8852 -20.9366 0.8051
C -19.7312 -19.9268 -0.1297
C -18.3604 -19.5397 -0.4317
C -17.2681 -20.2799 0.0589
H -18.8401 -22.4576 2.0009
H -20.9114 -21.1809 1.1046
H -20.5089 -19.3254 -0.5721
H -18.2011 -18.6292 -1.0532
H -16.2662 -20.1272 -0.1584
F -17.7989 -16.0898 -0.6582
C -17.0952 -16.0467 -1.8471
C -15.9148 -16.7424 -1.9999
C -15.3705 -16.8761 -3.2331
C -15.8854 -16.2024 -4.3485
C -16.9953 -15.4514 -4.1546
C -17.6549 -15.3637 -2.9136
H -15.5038 -17.2859 -1.1496
H -14.5096 -17.5671 -3.2554
H -15.3731 -16.2482 -5.3259
H -17.3480 -14.8241 -4.9593
H -18.5888 -14.9060 -2.7575
F -28.9633 -15.1509 -6.5870
C -28.6069 -14.1840 -5.7489
C -28.0995 -14.6102 -4.5651
C -27.8610 -13.6716 -3.5503
C -28.0380 -12.3014 -3.7212
C -28.3389 -11.8914 -4.9997
C -28.6338 -12.8522 -6.0407
H -27.9975 -15.6864 -4.3832
H -27.7233 -14.0457 -2.5422
H -27.9421 -11.6213 -2.8669
H -28.4433 -10.8167 -5.3065
H -29.0463 -12.5592 -6.9742
F -22.6137 -19.2188 -4.0855
C -23.7206 -19.7722 -4.5930
C -23.7626 -21.1550 -4.6460
C -24.9204 -21.8080 -5.1176
C -26.0257 -21.0148 -5.5023
C -25.9227 -19.6538 -5.3791
C -24.7610 -18.9667 -4.9918
H -22.8861 -21.6284 -4.2354
H -25.0702 -22.8671 -5.0285
H -26.9289 -21.5476 -5.7385
H -26.7701 -18.9989 -5.7442
H -24.6906 -17.9322 -4.7699
F -23.2527 -21.8897 1.4577
C -23.6904 -20.7024 0.8787
C -23.4567 -19.5602 1.6102
C -23.7785 -18.3212 1.0692
C -24.2472 -18.2801 -0.2262
C -24.4188 -19.4532 -0.9607
C -24.1848 -20.7280 -0.4291
H -22.9631 -19.7032 2.5873
H -23.7017 -17.3411 1.5713
H -24.5344 -17.3235 -0.7017
H -24.8464 -19.3973 -1.9653
H -24.3247 -21.6721 -0.9158
F -26.2076 -13.2859 -10.3385
C -25.7815 -14.4221 -9.6856
C -24.3978 -14.6620 -9.5785
C -23.9392 -15.7101 -8.8239
C -24.8400 -16.6186 -8.2487
C -26.1960 -16.4283 -8.4180
C -26.6411 -15.2807 -9.0755
H -23.6634 -14.0027 -10.0170
H -22.8746 -15.7644 -8.5899
H -24.3266 -17.4711 -7.7838
H -26.8549 -17.2004 -8.0480
H -27.7383 -15.1652 -9.2296
C -18.0758 -10.4305 -1.0140
C -19.2213 -10.8285 -0.0039
C -18.8699 -12.1712 0.7485
O -17.9329 -11.9464 1.7643
C -17.7630 -13.1530 2.5286
N -19.4791 -9.7817 0.9302
H -17.8482 -11.2109 -1.7112
H -17.1983 -10.1387 -0.4537
H -18.4217 -9.6152 -1.6373
H -20.1833 -11.0287 -0.5681
H -18.6004 -12.9874 0.0388
H -19.7886 -12.5081 1.2602
H -18.6445 -13.4709 3.0669
H -16.9832 -12.9386 3.2372
H -17.4341 -13.9923 1.9405
H -18.5981 -9.5913 1.3991
H -20.1050 -10.0534 1.6642
C -20.4171 -19.6584 -8.7058
C -20.6093 -18.6989 -7.5312
C -19.5855 -17.5379 -7.6706
O -19.7135 -16.4836 -6.7414
C -19.7722 -16.9126 -5.3787
N -21.9464 -18.1645 -7.4336
H -19.4449 -20.1874 -8.5660
H -20.5690 -19.2502 -9.6771
H -21.2833 -20.3632 -8.5929
H -20.3427 -19.1015 -6.5368
H -19.5937 -17.0990 -8.6531
H -18.5562 -17.9016 -7.5380
H -18.8993 -17.4456 -5.1366
H -20.6893 -17.3910 -5.1651
H -19.7826 -15.9530 -4.8494
H -22.2711 -17.8294 -8.3285
H -21.9296 -17.3181 -6.8668
C -27.0449 -15.4498 3.1199
C -27.0014 -14.9692 1.6981
C -26.5484 -13.5386 1.5167
O -25.2063 -13.3521 1.9040
C -24.8351 -11.9808 1.9458
N -26.3402 -15.8336 0.7201
H -26.0721 -15.5128 3.5137
H -27.5130 -16.4249 3.2093
H -27.6079 -14.7600 3.7808
H -28.0834 -14.9493 1.4216
H -27.1418 -12.8672 2.1373
H -26.6473 -13.3356 0.4202
H -25.2074 -11.3885 2.8036
H -25.2132 -11.5342 0.9862
H -23.7111 -11.9106 1.9472
H -26.8067 -16.7261 0.7052
H -25.3299 -15.9360 0.8788
C -21.7906 -16.1719 3.7675
C -21.1181 -15.4109 2.6023
C -20.1711 -16.3249 1.9419
O -19.0437 -16.4499 2.8336
C -18.2437 -17.5435 2.4511
N -22.1474 -15.0549 1.6228
H -22.4060 -15.5716 4.4174
H -21.0067 -16.4551 4.4568
H -22.2585 -17.1255 3.4081
H -20.4859 -14.5952 2.9964
H -19.8969 -15.8160 1.0053
H -20.6489 -17.2544 1.6595
H -18.8384 -18.4197 2.0928
H -17.5742 -17.8096 3.2446
H -17.5919 -17.3350 1.5898
H -22.8996 -14.3981 1.9211
H -21.7596 -14.8251 0.7088
C -30.9742 -17.7760 -4.3156
C -30.1953 -19.0282 -4.0086
C -29.0951 -18.8184 -3.0196
O -28.1488 -17.9874 -3.5510
C -27.1406 -17.5299 -2.6132
N -31.0839 -20.0504 -3.5184
H -31.5530 -17.4494 -3.4256
H -31.6376 -17.9882 -5.1825
H -30.2785 -16.9797 -4.4592
H -29.7819 -19.4627 -4.9613
H -28.6748 -19.8062 -2.6119
H -29.4943 -18.3870 -2.1569
H -26.6011 -18.4045 -2.2062
H -27.6379 -16.9133 -1.8972
H -26.4658 -16.9579 -3.2423
H -31.7936 -20.3386 -4.1903
H -30.5628 -20.9597 -3.3469
C -21.0671 -16.7189 -1.9157
C -21.5446 -15.2538 -2.1192
C -23.0687 -15.2032 -1.7367
O -23.9779 -15.9187 -2.6330
C -24.1703 -15.0547 -3.7944
N -20.7691 -14.4418 -1.2357
H -21.9258 -17.3907 -2.1545
H -20.7761 -16.8277 -0.8454
H -20.2400 -16.9912 -2.5845
H -21.4949 -15.0203 -3.1542
H -23.3768 -14.1447 -1.7667
H -23.2497 -15.7344 -0.8075
H -23.2033 -14.7949 -4.2675
H -24.6487 -14.1676 -3.5004
H -24.7614 -15.6348 -4.5106
H -19.7605 -14.5374 -1.3553
H -21.0006 -13.4401 -1.3694
C -20.1746 -13.1038 -5.4979
C -20.8611 -11.8890 -4.9016
C -22.1519 -11.4603 -5.6033
O -23.1086 -12.4039 -5.4755
C -24.3548 -11.9611 -5.9982
N -21.1776 -12.0713 -3.4412
H -19.3191 -13.3529 -4.9102
H -19.8432 -12.9865 -6.5197
H -20.8500 -13.9382 -5.4821
H -20.2985 -10.9675 -4.9842
H -21.8948 -11.2663 -6.6524
H -22.4148 -10.4700 -5.1483
H -25.0500 -12.8395 -5.8433
H -24.2913 -11.7582 -7.0378
H -24.7583 -11.0682 -5.4345
H -21.3908 -11.1241 -3.0601
H -21.9879 -12.7088 -3.3377
C -17.8301 -20.9750 -4.9809
C -18.9395 -21.8778 -4.7380
C -19.8269 -21.3773 -3.5995
O -20.8620 -22.3870 -3.4632
C -21.4373 -22.4605 -2.2031
N -19.7066 -22.0703 -5.9732
H -17.2626 -20.9300 -4.0459
H -18.2502 -19.9910 -5.0595
H -17.2642 -21.1544 -5.8466
H -18.5499 -22.9030 -4.5430
H -20.2740 -20.4816 -4.0132
H -19.2930 -21.1797 -2.6731
H -22.3282 -23.0258 -2.3166
H -21.6821 -21.4404 -1.7975
H -20.8057 -22.9134 -1.4529
H -20.1719 -21.2280 -6.3363
H -20.4874 -22.6712 -5.8297
*
```

Values from the calculation:
- E (hartree) = -4300.73014
- E_HOMO (Eh) = -0.3229
- LUMO (eV) = 0.38